(1)
Density functional theory data (wB97M-V/def2-TZVPD) for a structure of composition C7H14EuOPS.

Last column: Löwdin spin population.
CARTESIAN COORDINATES (ANGSTROEM)
S  1.27  -2.01  0.42  0.0792
Eu  -0.35  0.81  -0.03  4.6789
C  -1.93  2.22  -0.64  0.2216
O  1.15  -0.48  0.69  0.0511
H  1.60  -2.20  2.79  0.0042
H  0.68  2.25  2.74  0.0187
H  -1.37  -1.53  -0.07  0.0264
H  -1.62  3.23  -0.40  0.0195
C  -2.85  1.92  -1.49  0.0458
H  3.23  -2.82  -0.67  0.0030
H  1.91  3.07  1.23  0.0150
H  -3.19  -1.52  -1.75  -0.0063
C  -1.72  -0.64  -0.59  0.2323
H  3.08  -1.64  1.96  0.0015
H  2.28  -1.76  -1.74  0.0172
C  2.67  -1.91  -0.74  0.0293
H  -4.12  0.56  -2.63  0.0227
H  2.59  -3.36  1.89  0.0006
C  -2.70  -0.57  -1.45  0.0465
H  -3.43  2.76  -1.90  -0.0042
C  2.24  -2.36  1.93  0.0163
H  3.29  -1.05  -0.45  0.0042
P  0.65  2.61  1.40  0.0974
C  -3.30  0.62  -1.96  0.3723
H  -0.06  3.80  1.46  0.0066

Properties
* net charge: 0
* orbital gap (spin up / spin down): 3.887 / 6.414 eV
* 2S+1: 7
* highest occupied orbital energy (spin up / spin down): -3.86 / -6.42 eV
* relative energy (zero: lowest compared OMol25 entry of this formula, charge and spin): 742.5 kJ/mol
* <S²>: 12.041



(2)
Density functional theory data (wB97M-V/def2-TZVPD) for the molecule C7H14IO4P.

Last column: Löwdin spin population.
CARTESIAN COORDINATES (ANGSTROEM)
H  2.35  -1.88  1.38  0.0003
O  1.49  1.83  -1.39  0.0141
C  -0.16  -0.28  1.77  0.6347
I  -2.16  0.00  1.43  0.7683
H  -0.77  2.69  -2.78  0.0019
H  -0.13  0.95  3.54  0.0149
H  -0.23  -0.74  3.74  0.0209
H  -2.18  0.17  -2.87  0.0003
C  0.28  0.00  3.18  0.0866
H  -0.85  -2.33  -0.32  0.0055
O  0.47  1.62  1.04  0.2208
H  -1.21  0.94  -4.01  0.0001
C  -1.41  2.03  -2.22  0.0021
O  -1.02  1.84  -0.91  0.0391
H  -0.64  0.11  -2.73  0.0000
H  -2.52  2.47  -2.00  0.0004
H  1.46  -0.16  3.30  0.0058
H  0.73  -2.96  -0.07  0.0017
H  2.39  0.13  1.20  0.0008
H  2.59  -1.07  -0.25  0.0017
P  0.48  1.36  -0.50  0.0195
H  -0.52  -2.79  1.31  0.0026
C  -1.33  0.75  -3.05  0.0009
O  0.30  -0.28  -0.56  0.0677
C  -0.02  -2.43  0.32  0.0317
C  2.08  -0.95  0.81  0.0041
C  0.54  -1.01  0.64  0.0535

Properties
* net charge: 0
* orbital gap (spin up / spin down): 6.852 / 4.271 eV
* 2S+1: 3
* highest occupied orbital energy (spin up / spin down): -7.15 / -9.34 eV
* <S²>: 2.008



(3)
Density functional theory data (wB97M-V/def2-TZVPD) for a cluster of 2 separate species, C7H14N in total.

Last column: Mulliken charge in e.
CARTESIAN COORDINATES (ANGSTROEM)
C  -0.54  -0.84  -2.20  -0.7615
C  -2.43  0.14  0.57  -1.0931
H  -2.13  0.34  1.61  0.2905
H  0.39  -1.26  -2.41  0.3090
C  1.04  0.47  -0.19  0.0606
C  -1.63  0.78  -0.49  -0.0343
C  -0.86  -0.02  -1.24  0.2953
H  1.19  2.42  0.81  0.3594
C  1.17  1.97  -0.21  -1.1862
N  1.07  -0.26  0.92  -0.0458
H  -1.16  -0.94  -3.02  0.3356
H  2.17  2.21  -0.57  0.3644
H  -2.69  -1.01  0.49  0.3289
C  1.32  -1.65  0.97  -0.8338
H  -1.80  1.85  -0.48  0.3411
H  1.20  -2.14  2.03  0.3147
H  0.53  -2.23  0.28  0.2617
H  0.45  2.47  -0.90  0.2921
H  -3.46  0.71  0.74  0.3387
H  1.00  -0.01  1.86  0.2807
H  2.37  -1.85  0.69  0.3449
H  1.46  0.08  -1.15  0.4369

Properties
* net charge: +1
* orbital gap: 8.922 eV
* highest occupied orbital energy: -13.41 eV
* relative energy (zero: lowest compared OMol25 entry of this formula, charge and spin): 341.5 kJ/mol



(4)
Density functional theory data (wB97M-V/def2-TZVPD) for the ion C7H14N with charge +1.

Last column: Mulliken charge in e.
CARTESIAN COORDINATES (ANGSTROEM)
H  -2.67  -0.52  0.14  0.3492
H  2.53  1.30  -0.56  0.4567
C  0.51  0.75  -0.45  0.5184
H  -0.18  0.77  2.05  0.3746
H  2.18  0.68  1.01  0.2926
C  -1.84  -0.54  -0.44  -0.6713
C  1.98  0.53  -0.10  -1.2916
C  -0.49  -0.23  0.28  -0.1413
H  0.24  2.84  -1.34  0.4011
H  0.47  0.39  -1.41  0.3102
C  -0.22  -2.74  -0.69  -0.6288
H  -1.02  2.16  -0.58  0.4177
H  -0.67  -3.73  -1.01  0.2672
C  -0.82  -1.63  -0.34  0.1196
H  0.35  -0.79  2.11  0.3942
H  2.32  -0.46  -0.47  0.2779
H  0.32  2.81  0.33  0.3861
H  -2.14  -0.13  -1.45  0.2650
N  -0.44  -0.20  1.84  -0.1476
H  -1.33  -0.63  2.24  0.3954
C  0.04  2.19  -0.49  -1.5586
H  0.88  -2.82  -0.70  0.2133

Properties
* net charge: +1
* orbital gap: 10.165 eV
* highest occupied orbital energy: -13.72 eV
* relative energy (zero: lowest compared OMol25 entry of this formula, charge and spin): 248.0 kJ/mol



(5)
Density functional theory data (wB97M-V/def2-TZVPD) for a cluster of 2 separate species, C7H14N2 in total.

Last column: Mulliken charge in e.
CARTESIAN COORDINATES (ANGSTROEM)
N  -0.99  0.29  2.73  -0.4905
H  0.21  1.58  -1.49  0.3729
H  0.55  -0.86  1.00  0.1748
C  -0.46  1.39  3.11  0.0084
H  1.49  -1.42  -2.59  0.4015
H  -1.72  0.06  -1.76  0.4028
H  0.64  -2.40  0.18  0.3432
H  0.39  1.55  3.66  0.3692
H  1.96  -1.35  0.08  0.4424
C  0.89  -1.27  0.11  -1.5833
C  0.45  -1.26  -2.27  -1.8452
H  -0.23  -0.85  -3.02  0.4058
C  0.23  -0.55  -1.01  2.3260
H  -1.46  0.45  -0.02  0.2812
H  -1.91  -1.15  -0.59  0.3804
H  0.12  -2.31  -2.10  0.3896
N  -1.04  3.62  1.93  -0.3647
C  -0.82  2.58  2.38  0.2518
C  0.86  0.86  -1.05  -1.5833
C  -1.26  -0.28  -0.76  -1.6238
H  1.72  0.79  -1.63  0.4566
H  1.13  1.18  0.06  0.2452
H  -0.77  -0.65  3.06  0.2388

Properties
* net charge: 0
* orbital gap: 10.413 eV
* highest occupied orbital energy: -10.76 eV
* relative energy (zero: lowest compared OMol25 entry of this formula, charge and spin): 225.6 kJ/mol



(6)
Density functional theory data (wB97M-V/def2-TZVPD) for the molecule C7H14N2.

Last column: Mulliken charge in e.
CARTESIAN COORDINATES (ANGSTROEM)
H  1.16  -1.33  0.66  0.3858
C  1.92  1.29  0.01  -0.5096
H  1.17  -1.56  -1.17  0.2934
H  3.87  -1.39  -0.33  0.3045
C  -1.12  -0.43  0.01  -0.6777
C  -3.64  -0.18  0.19  -1.2973
H  -2.48  0.60  -1.40  0.3134
H  -4.49  0.49  -0.11  0.3452
H  2.52  2.19  0.19  0.3235
H  -0.08  2.18  0.06  0.2827
H  3.42  -0.67  1.32  0.3531
C  3.57  -0.49  0.23  -0.9948
C  -2.35  0.43  -0.31  -0.1523
H  -2.19  1.43  0.12  0.2262
H  -1.15  -0.59  1.11  0.2518
N  2.39  0.06  -0.43  0.0163
H  4.35  0.29  0.20  0.3329
H  -1.25  -1.41  -0.49  0.3413
N  0.11  0.10  -0.52  0.0874
H  -3.65  -0.31  1.28  0.3310
C  0.58  1.32  -0.05  -0.2628
H  -3.88  -1.17  -0.23  0.3244
C  1.22  -0.83  -0.33  -0.6182

Properties
* net charge: 0
* orbital gap: 8.176 eV
* highest occupied orbital energy: -7.02 eV
* relative energy (zero: lowest compared OMol25 entry of this formula, charge and spin): 137.9 kJ/mol



Number 1: maximum force 4.5 eV/A. Number 2: maximum force 6.4 eV/A. Number 3: maximum force 4.3 eV/A. Number 4: maximum force 3.1 eV/A. Number 5: maximum force 4.2 eV/A. Number 6: maximum force 1.7 eV/A.